# 1
Formula: C3H8N2S
Source: the Open Molecules 2025 dataset
Level of theory: ωB97M-V/def2-TZVPD

Cartesian coordinates (Å):
C  -0.31467  1.71643  -0.26690
N  -0.05039  0.73071  0.79866
N  0.29333  -0.49122  0.30039
C  -0.78718  -1.40514  -0.00867
C  1.55429  -0.72694  -0.02995
S  2.92717  0.15291  0.15269
H  0.54935  1.93072  -0.91902
H  -0.60281  2.65119  0.23839
H  -1.12480  1.45015  -0.92738
H  -0.91072  0.65722  1.33215
H  -0.35520  -2.38334  -0.33124
H  -1.37771  -1.55997  0.89811
H  -1.45411  -1.01909  -0.80103
H  1.65345  -1.70361  -0.43620

Its frontier orbital gap is 8.6732 eV. As for the charge: 0. As for the spin multiplicity: 1.

Just the natural (NBO) charges please, in e? Sure, here they are:
1. C -0.434
2. N -0.426
3. N -0.249
4. C -0.418
5. C -0.065
6. S -0.164
7. H 0.222
8. H 0.210
9. H 0.167
10. H 0.352
11. H 0.221
12. H 0.200
13. H 0.203
14. H 0.180

# 2
Formula: C3H8N2S
Source: the Open Molecules 2025 dataset
Level of theory: ωB97M-V/def2-TZVPD

Cartesian coordinates (Å):
C  1.68248  0.48303  0.59727
C  0.37469  0.83472  -0.37271
C  -2.83748  -0.87057  0.08547
H  3.65681  0.08599  -1.06176
H  2.25602  1.37468  0.57033
H  1.37514  0.19539  1.64369
H  0.57600  1.09550  -1.40593
H  -0.17854  1.64559  0.00719
H  -0.30647  -1.27587  0.18099
H  -3.85434  -0.66029  -0.06224
H  -2.67776  -1.88062  0.08612
N  -0.62540  -0.18026  -0.03206
N  -1.97843  0.07353  -0.12023
S  2.53729  -0.92081  -0.11613

Its frontier orbital gap is 8.0276 eV. As for the charge: 0. As for the spin multiplicity: 1.

Just the natural (NBO) charges please, in e? Sure, here they are:
1. C -0.556
2. C -0.214
3. C -0.211
4. H 0.145
5. H 0.226
6. H 0.236
7. H 0.191
8. H 0.208
9. H 0.344
10. H 0.177
11. H 0.149
12. N -0.465
13. N -0.192
14. S -0.040

# 3
Formula: C3H8N2S
Source: the Open Molecules 2025 dataset
Level of theory: ωB97M-V/def2-TZVPD

Cartesian coordinates (Å):
C  1.26174  0.76645  1.49831
N  -0.16203  0.73925  0.86667
N  0.03327  0.63448  -0.45853
C  1.03593  1.28809  -1.24879
C  -0.41369  -0.41661  -0.88090
S  -1.13734  -1.69380  0.07143
H  1.55936  -0.33495  2.02419
H  1.18458  1.50700  2.31327
H  2.11138  1.12379  0.56098
H  -0.66112  1.62515  0.87559
H  0.86497  0.61594  -2.04934
H  0.80889  2.49083  -1.17593
H  2.05713  1.26986  -0.93254
H  -0.13031  -0.64056  -1.82769

Its frontier orbital gap is 8.0089 eV. As for the charge: 0. As for the spin multiplicity: 1.

Just the natural (NBO) charges please, in e? Sure, here they are:
1. C -0.455
2. N -0.415
3. N -0.257
4. C -0.402
5. C 0.038
6. S -0.281
7. H 0.238
8. H 0.210
9. H 0.178
10. H 0.354
11. H 0.224
12. H 0.203
13. H 0.199
14. H 0.165

# 4
Formula: C3H8N2S
Source: the Open Molecules 2025 dataset
Level of theory: ωB97M-V/def2-TZVPD

Cartesian coordinates (Å):
C  2.86278  0.02405  -0.36438
S  1.51869  -1.08978  0.10418
C  0.27670  0.26096  0.27732
C  -1.11742  -0.17367  0.45389
N  -1.92167  -0.30582  -0.50551
N  -3.19638  -0.62990  -0.16244
H  2.94830  0.83501  0.35593
H  2.67182  0.57828  -1.27703
H  3.82895  -0.48356  -0.41553
H  0.61940  0.95820  1.07408
H  0.29864  0.82181  -0.63912
H  -1.48482  -0.23149  1.48411
H  -3.57530  -0.09059  0.62739
H  -3.72969  -0.47352  -1.01288

Its frontier orbital gap is 9.6655 eV. As for the charge: 0. As for the spin multiplicity: 1.

Just the natural (NBO) charges please, in e? Sure, here they are:
1. C -0.750
2. S 0.199
3. C -0.560
4. C 0.019
5. N -0.217
6. N -0.638
7. H 0.207
8. H 0.211
9. H 0.234
10. H 0.218
11. H 0.224
12. H 0.145
13. H 0.344
14. H 0.364

# 5
Formula: C3H8N2S
Source: the Open Molecules 2025 dataset
Level of theory: ωB97M-V/def2-TZVPD

Cartesian coordinates (Å):
C  -1.34507  0.51570  -0.99162
C  0.10035  0.87548  -0.66441
N  0.45299  0.63085  0.72471
C  0.83210  -0.54651  1.27326
N  0.87726  -1.61738  0.43967
S  1.24749  -0.67835  2.88931
H  -1.55624  0.73765  -2.06754
H  -1.55301  -0.52202  -0.79382
H  -2.04310  1.12427  -0.41401
H  0.30302  1.93493  -0.87019
H  0.78308  0.34194  -1.33357
H  0.41975  1.33894  1.38354
H  1.06380  -2.50949  0.86808
H  0.41756  -1.62601  -0.44340

Its frontier orbital gap is 8.8046 eV. As for the charge: 0. As for the spin multiplicity: 1.

Just the natural (NBO) charges please, in e? Sure, here they are:
1. C -0.619
2. C -0.231
3. N -0.596
4. C 0.295
5. N -0.809
6. S -0.300
7. H 0.215
8. H 0.204
9. H 0.217
10. H 0.214
11. H 0.196
12. H 0.412
13. H 0.417
14. H 0.385

# 6
Formula: C3H8N2S3
Source: the Open Molecules 2025 dataset
Level of theory: ωB97M-V/def2-TZVPD

Cartesian coordinates (Å):
S  -2.11495  -1.04235  -0.89559
C  -1.45968  -1.45264  0.71096
C  -0.72170  -0.36525  1.49028
C  0.46796  0.03259  0.70780
N  1.22362  -0.94726  0.36533
S  2.72589  -0.59766  -0.43394
N  0.65650  1.37074  0.29760
S  -0.62998  2.36668  -0.16849
H  -0.93840  -0.83084  -1.57170
H  -0.76437  -2.31233  0.46008
H  -2.28494  -1.82326  1.29431
H  -1.38764  0.46884  1.60359
H  -0.40949  -0.76262  2.49056
H  2.75000  -1.79062  -0.97824
H  1.50401  1.54244  -0.23635
H  -1.04479  1.62907  -1.18870

Its frontier orbital gap is 9.3298 eV. As for the charge: 0. As for the spin multiplicity: 1.

Just the natural (NBO) charges please, in e? Sure, here they are:
1. S -0.037
2. C -0.525
3. C -0.481
4. C 0.430
5. N -0.625
6. S 0.116
7. N -0.786
8. S 0.213
9. H 0.123
10. H 0.244
11. H 0.230
12. H 0.233
13. H 0.244
14. H 0.123
15. H 0.404
16. H 0.095

# 7
Formula: C3H8N3
Source: the Open Molecules 2025 dataset
Level of theory: ωB97M-V/def2-TZVPD

Cartesian coordinates (Å):
C  -3.44558  -0.45937  -0.02887
C  0.45548  -0.32179  -0.03871
C  0.36766  1.16083  0.17838
N  -2.53936  0.30775  0.27220
N  -0.40383  -1.18009  -0.16734
N  1.91452  -0.73366  -0.20709
H  -3.17560  -1.00453  -0.88509
H  -4.34890  -0.53443  0.53078
H  -0.52698  1.47886  0.87996
H  0.14656  1.67230  -0.80067
H  1.28628  1.56141  0.56148
H  2.43899  0.14983  -0.15983
H  1.78398  -1.37886  -1.07853
H  2.24803  -1.16656  0.59335

Its frontier orbital gap (alpha / beta) is 7.0361 / 11.1007 eV. As for the charge: +1. As for the spin multiplicity: 1.

Just the natural (NBO) charges please, in e? Sure, here they are:
1. C -0.175
2. C 0.267
3. C -0.717
4. N -0.209
5. N -0.119
6. N -0.730
7. H 0.222
8. H 0.231
9. H 0.325
10. H 0.282
11. H 0.217
12. H 0.462
13. H 0.500
14. H 0.446

# 8
Formula: C3H8N3
Source: the Open Molecules 2025 dataset
Level of theory: ωB97M-V/def2-TZVPD

Cartesian coordinates (Å):
C  -1.02543  1.99730  0.46650
C  0.16122  1.46543  -0.05897
C  -1.25005  -0.15555  0.39645
N  -1.88700  0.93492  0.71740
N  1.77970  -1.97088  -0.68334
N  -0.03847  0.07826  -0.06435
H  -1.13174  3.04191  0.64698
H  1.17515  1.80444  -0.17556
H  -2.74631  0.99879  1.10869
H  -1.78916  -1.12284  0.37059
H  1.56108  -2.33503  -1.57910
H  1.81675  -2.72597  -0.01995
H  0.73310  -0.60509  -0.41958
H  2.64117  -1.40570  -0.70577

Its frontier orbital gap is 11.4882 eV. As for the charge: +1. As for the spin multiplicity: 1.

Just the natural (NBO) charges please, in e? Sure, here they are:
1. C -0.058
2. C -0.053
3. C 0.262
4. N -0.447
5. N -1.084
6. N -0.489
7. H 0.261
8. H 0.255
9. H 0.443
10. H 0.247
11. H 0.391
12. H 0.400
13. H 0.479
14. H 0.394

The calculated total energy results, record by record, are as follows: -17054.6087, -17051.8942, -17050.8618, -17054.6690, -17056.6866, -38725.5125, -7698.9965, -7704.9500 eV.
The energy above the lowest of the compared OMol25 structures with the same formula, charge and spin results, record by record, are as follows: 204.7, 466.6, 566.2, 198.9, 4.2, 32.6, 606.1, 31.7 kJ/mol.